Molecular formula: C9H26B4INO7Si
Method: DFT, wB97M-V/def2-TZVPD

Output
- E_HOMO: -8.7 eV
- 2S+1: 1
- Total energy: -44269.3729 eV

Atoms and positions in Å:
C -4.0294 1.5694 -5.9643
Si -4.5320 0.0136 -5.0091
C -4.4118 -1.5261 -6.0873
C -6.2613 0.2192 -4.2817
B -3.1705 -0.1589 -3.5299
O -2.1628 -1.1543 -3.5595
B -0.9137 -0.5973 -3.5295
I 0.7239 -1.5299 -4.5249
O -0.7478 0.5642 -2.8365
B -1.8009 0.6874 -1.9113
B -1.5067 0.6186 -0.2188
O -2.3383 -0.1595 0.5633
O -0.4922 1.3232 0.3824
O -3.0605 0.7295 -2.4781
H -4.7712 2.3555 -5.8503
H -3.0928 1.9634 -5.5692
H -3.8555 1.3441 -7.0136
H -3.8474 -2.2845 -5.5460
H -3.8588 -1.3219 -7.0019
H -5.3895 -1.9353 -6.3281
H -6.2447 0.2603 -3.1955
H -6.8882 -0.6208 -4.5773
H -6.7365 1.1240 -4.6548
H -2.2382 -1.0897 0.3414
H 0.3527 0.9095 0.1728
C 0.8630 -0.9443 2.7971
O 2.0347 -0.5213 2.1212
C 2.2810 0.8795 2.1820
C 3.4577 1.2117 3.0706
N 3.1496 0.9735 4.4725
C 4.2908 1.0526 5.3776
C 5.4495 0.0827 5.1799
O 5.1454 -1.2658 5.4747
C 4.5162 -1.9935 4.4389
H 0.6829 -1.9787 2.5074
H 0.9761 -0.9078 3.8859
H -0.0024 -0.3393 2.5122
H 1.3814 1.4142 2.4991
H 2.5251 1.2034 1.1644
H 3.7084 2.2687 2.9382
H 4.3128 0.6184 2.7172
H 2.7190 0.0634 4.5677
H 3.9102 0.9036 6.3908
H 4.6888 2.0720 5.3366
H 6.2305 0.3682 5.8890
H 5.8909 0.1608 4.1781
H 4.8554 -1.6668 3.4519
H 3.4257 -1.9165 4.4851
H 4.7818 -3.0422 4.5695

Atomic partial charges in e from the natural (NBO) method, atoms 1 to 5: number 1, C, carries -1.075; number 2, Si, carries 1.269; number 3, C, carries -1.088; number 4, C, carries -1.080; number 5, B, carries 0.754


Molecular formula: C9H26BN3OTa
Method: DFT, wB97M-V/def2-TZVPD

Output
- Energy relative to the best compared isomer or geometry (same formula, charge and spin): 4.9031 eV
- Total charge: -1
- E_HOMO: -4.2 eV
- 2S+1: 1
- Total energy: -18490.8723 eV

Atoms and positions in Å:
C 3.2736 -2.3685 1.4304
N 1.7797 -2.4134 1.1974
C 1.4033 -3.0945 -0.1003
B 1.1093 -1.0646 1.3777
O -0.0170 -1.0083 2.3709
Ta 1.6458 0.9213 0.3057
C 2.2169 2.8918 -0.8594
C 2.8016 2.4719 -2.3418
N 2.6938 1.2147 -2.8947
C -0.3313 1.9518 1.0630
C -1.6467 1.5548 0.1207
C -2.8437 0.8032 0.9864
C -3.0828 -0.7717 0.5211
C -4.2817 -0.9247 -0.6180
N -3.8054 -0.3094 -1.9298
H 3.6708 -1.3789 1.9156
H 3.5099 -3.2336 2.2185
H 3.8811 -2.6866 0.4533
H 0.5386 -3.8752 0.1451
H 1.0366 -2.3231 -0.9015
H 2.2794 -3.7608 -0.5629
H -0.6854 -1.6699 1.9788
H 0.7107 0.3913 -1.2158
H 3.2445 0.2153 -0.3006
H 2.4524 1.5941 1.8563
H 3.0854 3.3840 -0.2319
H 1.2975 3.5994 -1.0219
H 3.3814 3.3019 -2.9559
H 3.1535 1.2266 -3.8469
H -0.5446 1.7395 2.2086
H -0.2164 3.1329 0.9388
H -1.3742 0.8532 -0.7766
H -2.1321 2.5580 -0.2899
H -3.8536 1.4319 0.9677
H -2.5154 0.7405 2.1306
H -3.4591 -1.3509 1.4893
H -2.0650 -1.2865 0.1830
H -4.4677 -2.0764 -0.8181
H -5.3005 -0.4473 -0.2384
H -3.7252 0.7325 -1.8517
H -2.8182 -0.6662 -2.1027

Atomic partial charges in e from the natural (NBO) method, atoms 1 to 5: number 1, C, carries -0.414; number 2, N, carries -0.870; number 3, C, carries -0.429; number 4, B, carries 0.614; number 5, O, carries -0.996


Molecular formula: C9H26BrO6S
Method: DFT, wB97M-V/def2-TZVPD

Output
- Energy relative to the best compared isomer or geometry (same formula, charge and spin): 0.0000 eV
- Total charge: -1
- E_HOMO: -5.5 eV
- 2S+1: 1
- Total energy: -102918.9298 eV

Atoms and positions in Å:
Br 1.0716 1.0790 -0.3720
C 1.1174 0.1704 4.9185
C 0.9299 0.4499 3.4312
O 2.1792 0.3435 2.7546
H 1.9299 0.7863 5.3040
H 1.3132 -0.8996 4.9885
H 0.2192 0.2333 5.5329
H 0.4664 1.4321 3.3387
H 0.2122 -0.1961 2.9254
H 2.0698 0.5960 1.8349
C 2.6548 -4.2520 0.8425
C 2.3189 -2.8376 1.3196
O 1.0055 -2.5645 0.8927
H 1.9601 -5.0494 1.1064
H 3.6281 -4.6192 1.1679
H 2.6990 -4.1534 -0.2422
H 2.9851 -2.1530 0.7947
H 2.3705 -2.7359 2.4036
H 0.9311 -1.6942 0.4945
C -3.0029 4.5796 1.6480
C -1.8462 3.6483 1.3467
O -1.5733 3.4930 0.0263
H -2.9016 5.5725 1.2098
H -3.0541 4.7596 2.7218
H -4.0017 4.2411 1.3727
H -2.0101 2.7090 1.8748
H -0.9497 4.1425 1.7211
H -0.9193 2.8012 -0.0970
O 0.7135 -1.5045 -5.3128
S -0.3754 -0.5048 -5.2655
O -1.2941 -0.3341 -6.4179
O -1.4193 -0.8771 -4.0266
C -0.9109 -1.3508 -2.8800
C -1.9912 -1.9255 -1.9805
C 0.1485 1.2009 -4.7602
H -0.2990 -0.6547 -2.3063
H -0.1659 -2.1321 -3.0303
H -2.6165 -2.6042 -2.5607
H -2.7269 -1.2381 -1.5629
H -1.5500 -2.4865 -1.1567
H 0.6270 1.1285 -3.7835
H -0.7443 1.8198 -4.6708
H 0.8015 1.5805 -5.5460

Atomic partial charges in e from the natural (NBO) method, atoms 1 to 5: number 1, Br, carries -0.947; number 2, C, carries -0.630; number 3, C, carries -0.058; number 4, O, carries -0.766; number 5, H, carries 0.209


Molecular formula: C9H26FN3O13S3Si2
Method: DFT, wB97M-V/def2-TZVPD

Output
- E_HOMO: -9.1 eV
- 2S+1: 1
- Total energy: -91822.7627 eV

Atoms and positions in Å:
C -3.0866 -3.5780 1.1702
Si -2.3134 -4.2865 -0.3859
O -1.2581 -5.5748 -0.0948
Si 0.2501 -5.2795 0.4970
F 0.5489 -3.7283 0.5972
C 0.4816 -6.2256 2.0898
C -0.1565 -5.6428 3.3522
N 0.7957 -5.8620 4.4721
N -1.3322 -6.4127 3.6976
N -0.4788 -4.2218 3.1980
H -2.5093 -2.7638 1.5728
H -4.0739 -3.2385 0.8866
H -3.2173 -4.3578 1.9105
H -3.4279 -4.7837 -1.2209
H -1.6214 -3.2503 -1.1472
H 1.2261 -5.8013 -0.4754
H 1.5275 -6.4405 2.2591
H 0.0090 -7.1858 1.9268
H 1.6780 -5.4078 4.2593
H 0.4230 -5.3622 5.2757
H -2.0219 -6.3318 2.9581
H -1.7150 -6.0595 4.5680
H 0.3262 -3.6283 3.3393
H -1.2348 -3.9406 3.8069
C 0.1095 -0.3048 -4.1530
C -0.2809 0.8301 -3.2350
O -1.7178 0.7882 -3.2094
S -2.2109 -0.7280 -3.3430
O -2.4835 -1.2465 -2.0520
O -3.1635 -0.8011 -4.3873
O -0.8231 -1.3505 -3.8423
H -0.0123 -0.0327 -5.2032
H 1.1251 -0.6478 -3.9802
H 0.0601 1.7955 -3.5963
H 0.0884 0.6653 -2.2233
C 1.5240 2.2402 0.9173
C 2.6635 3.2343 0.9680
O 3.2639 3.1501 -0.3372
S 2.1398 2.8373 -1.4242
O 1.7287 4.0428 -2.0448
O 2.5523 1.7152 -2.1884
O 0.9901 2.3802 -0.4094
H 1.8768 1.2146 1.0412
H 0.7519 2.4505 1.6512
H 3.3982 2.9951 1.7305
H 2.3027 4.2542 1.1136
C 1.2075 8.6583 -1.8146
C -0.1944 8.1052 -1.6748
O -0.1113 7.2229 -0.5479
S 0.9465 7.7933 0.5068
O 0.2632 8.5012 1.5241
O 1.8627 6.7567 0.8114
O 1.6518 8.8519 -0.4632
H 1.8736 7.9424 -2.2992
H 1.2336 9.6029 -2.3498
H -0.5189 7.5547 -2.5524
H -0.9161 8.8921 -1.4464

Atomic partial charges in e from the natural (NBO) method, atoms 1 to 5: number 1, C, carries -1.116; number 2, Si, carries 1.427; number 3, O, carries -1.242; number 4, Si, carries 1.977; number 5, F, carries -0.649


Molecular formula: C9H26FNO3P2
Method: DFT, wB97M-V/def2-TZVPD

Output
- SMILES string: CP(F)#P(N)O.CCOCC.CCOCC
- E_HOMO: -8.1 eV
- 2S+1: 1
- Total energy: -38682.5782 eV

Atoms and positions in Å:
C 4.7041 3.5646 4.0020
P 4.4322 3.3762 2.1999
F 3.7224 1.9186 2.1894
P 6.5660 2.7869 1.7973
N 6.9554 4.3166 1.0847
O 6.3581 1.9129 0.4159
H 5.0384 2.6350 4.4597
H 3.8133 3.9520 4.4874
H 5.5161 4.2892 4.1122
H 7.8120 4.2437 0.5467
H 7.1002 5.0015 1.8211
H 6.9040 1.1169 0.4726
C 1.5256 0.4091 0.8168
C 0.5878 -0.6910 0.3537
O -0.7860 -0.4214 0.5803
C -1.3041 0.7344 -0.0518
C -1.1979 0.7181 -1.5672
H 1.3803 0.6167 1.8768
H 2.5611 0.1076 0.6637
H 1.3703 1.3390 0.2680
H 0.7867 -1.6055 0.9135
H 0.7635 -0.9234 -0.7036
H -0.8357 1.6390 0.3526
H -2.3543 0.7659 0.2411
H -0.1613 0.7060 -1.9059
H -1.6702 1.6103 -1.9803
H -1.6977 -0.1613 -1.9765
C -3.3098 -2.4578 -0.3754
C -4.5949 -3.2629 -0.4362
O -5.6358 -2.6411 -1.1719
C -5.3547 -2.3647 -2.5310
C -5.0244 -3.5926 -3.3624
H -3.4926 -1.4691 0.0459
H -2.5749 -2.9630 0.2508
H -2.8631 -2.3249 -1.3620
H -5.0009 -3.3882 0.5677
H -4.3976 -4.2690 -0.8250
H -4.5532 -1.6211 -2.6168
H -6.2618 -1.8957 -2.9133
H -4.1103 -4.0827 -3.0250
H -4.8800 -3.3054 -4.4047
H -5.8363 -4.3193 -3.3108

Atomic partial charges in e from the natural (NBO) method, atoms 1 to 5: number 1, C, carries -0.991; number 2, P, carries 0.859; number 3, F, carries -0.583; number 4, P, carries 0.883; number 5, N, carries -1.163


Molecular formula: C9H26FeN2O7
Method: DFT, wB97M-V/def2-TZVPD

Output
- Energy relative to the best compared isomer or geometry (same formula, charge and spin): 0.0812 eV
- E_HOMO (spin up / spin down): -3.9 / -4.4 eV
- 2S+1: 5
- Total energy: -61446.8707 eV

Atoms and positions in Å:
O -2.9111 -1.8802 -0.3570
H -3.8122 -2.1928 -0.1597
Fe 0.3466 -0.8082 0.6134
N 1.9150 -1.7468 -0.0376
N 1.1680 0.3238 -1.0505
O 2.2186 -3.0252 0.4714
O 0.6664 1.4278 -1.7624
C 2.8028 -1.2611 -0.8957
C 2.3594 -0.0498 -1.5233
C 4.1042 -1.9338 -1.1087
C 3.1650 0.7018 -2.5391
H 4.1568 -2.8576 -0.5266
H 4.9636 -1.3186 -0.8112
H 4.2596 -2.1933 -2.1610
H 2.7678 1.7130 -2.6861
H 3.1650 0.2063 -3.5240
H 4.2216 0.7976 -2.2363
H 1.3936 -3.2486 0.9479
H -0.1671 1.6357 -1.2807
O 1.2918 1.8988 1.4297
H 1.9605 2.4650 1.8526
H 1.7239 1.6187 0.5993
C -2.6926 -1.2360 -1.5967
H -2.8816 -1.8539 -2.4463
H -1.6109 -0.9341 -1.6657
H -3.2741 -0.3264 -1.6392
O -0.7917 -2.4305 0.8213
H -1.9721 -2.2328 0.2723
H -0.5280 -3.3449 0.5719
C -0.7321 -0.3368 3.1307
O -1.0733 0.1647 1.8294
C -2.4777 0.4986 1.6563
C -2.5953 1.8698 1.0468
O -1.7673 1.9697 -0.0997
C -1.4547 3.3379 -0.3704
H -1.3543 -1.1860 3.4451
H -0.8339 0.4676 3.8619
H 0.3151 -0.6615 3.1176
H -2.9132 -0.2097 0.9744
H -2.9938 0.4433 2.6260
H -2.3864 2.6410 1.8065
H -3.6372 2.0140 0.7433
H -1.5127 3.4914 -1.4509
H -2.1527 4.0302 0.1245
H -0.4390 3.5518 -0.0138

Atomic partial charges in e from the natural (NBO) method, atoms 1 to 5: number 1, O, carries -0.691; number 2, H, carries 0.524; number 3, Fe, carries 0.879; number 4, N, carries -0.361; number 5, N, carries -0.417